No. 1
Entry from OMol25: 2 unconnected molecules or ions with the total composition C11H16BrClIN4O5P at a distorted geometry (the ωB97M-V functional and the def2-TZVPD basis).

Output
Total charge: 0
Frontier orbital gap, eV: 7.52

```
40
Properties=species:S:1:pos:R:3:forces:R:3:nbo_charge:R:1
N 2.559149 4.657123 1.855189 0.072 -0.167 0.021 -0.3837
Cl 2.183634 -3.758732 -2.302741 0.429 -0.190 -0.059 2.5491
C -0.288380 1.208367 -0.524112 -0.961 0.143 0.060 0.7184
H -2.156625 -1.787527 -2.169542 -0.144 -0.018 -0.023 0.2339
H -0.210496 0.126431 -2.118424 -0.513 -0.275 -0.430 0.4049
O 3.008881 -3.133928 -3.301445 -0.048 0.059 -0.012 -0.8602
P -1.476430 2.575214 1.457702 0.413 0.207 -0.119 1.2589
N -0.891022 0.356327 -1.393994 1.735 -0.289 0.227 -0.5469
N 0.720384 1.994862 -0.844115 -0.167 0.274 -0.024 -0.5485
H -3.404766 2.123980 2.343072 -0.218 -0.095 -0.108 0.5202
H -2.588313 -0.119285 1.011491 -0.068 0.173 -0.245 0.2260
C 1.992514 2.435210 1.193297 0.030 -0.474 0.106 -0.2640
C -1.333617 -3.275293 -0.833420 -0.509 0.211 -0.055 -0.4764
H 0.851022 4.678582 -1.053264 -0.003 0.051 0.013 0.2343
I -0.113941 -5.426017 0.711587 0.062 -0.373 0.375 0.1286
H -1.032260 -0.734352 1.616729 -0.282 -0.095 0.129 0.2301
Br -0.966775 2.155196 3.593634 -0.062 -0.073 0.001 -0.2462
C -1.132880 -0.850662 -0.530209 -0.006 0.024 0.305 -0.0614
H 1.966161 6.156599 0.578174 0.051 0.045 0.079 0.2059
H 3.061773 2.995068 2.966109 0.020 0.000 0.014 0.2124
H -1.894132 -4.082896 -1.301971 0.042 -0.022 -0.100 0.2210
H -2.152227 -3.705395 1.129764 0.065 -0.173 0.150 0.2087
H -0.139352 -1.278231 -0.362461 -0.019 -0.140 -0.201 0.2277
C -1.182072 -3.602396 0.646262 -0.106 0.064 -0.439 -0.5314
C 1.340644 4.268569 -0.180760 0.096 -0.184 -0.083 -0.2601
O -3.048407 2.184211 1.445415 0.074 0.058 0.370 -0.9954
C 1.362216 2.907601 0.059218 -0.005 0.212 0.224 0.1401
N -0.847470 1.128292 0.713789 -0.225 0.026 -0.125 -0.7393
C 2.573461 3.342330 2.064876 -0.119 0.229 -0.123 0.0576
C -1.525851 -0.201196 0.807189 0.643 -0.021 0.049 -0.2276
O 2.999267 -4.428668 -1.325379 -0.139 0.107 -0.078 -0.8494
O 1.271522 -4.688138 -2.918459 -0.089 0.165 0.113 -0.8587
H 1.043996 1.979633 -1.801028 -0.043 0.015 -0.040 0.4365
H -0.569726 -2.900750 1.208381 0.008 0.088 -0.079 0.1976
C -2.031410 -1.939114 -1.099230 0.172 0.048 0.690 -0.4008
C 1.968206 5.086812 0.747702 -0.137 0.280 -0.183 0.0543
O 1.407870 -2.711545 -1.625316 0.198 0.413 0.013 -0.9484
H -2.996961 -1.918450 -0.586256 -0.187 0.161 -0.308 0.1997
H -0.350977 -3.193220 -1.284908 -0.096 -0.439 -0.090 0.2890
H 2.023393 1.375386 1.407451 0.035 -0.025 -0.015 0.2436
```
Forces are in eV/Å.



No. 2
Entry from OMol25: a gas-phase ion, C11H16BrN2 (charge +1) at a distorted geometry (the ωB97M-V functional and the def2-TZVPD basis).

Output
SMILES: C#CCN1CC[NH+]([C@](C)(Br)C#C)CC1
Total charge: +1
Frontier orbital gap, eV: 9.14

```
30
Properties=species:S:1:pos:R:3:forces:R:3:nbo_charge:R:1
C -2.390764 1.218987 1.957190 -0.267 -4.204 -1.794 -0.1878
H 1.406598 -1.390549 1.424767 -2.237 0.816 -0.795 0.2586
H -3.066826 -1.879234 1.163973 -1.626 -0.893 1.230 0.2412
C 1.962241 0.615616 -0.229280 2.879 3.938 2.915 0.1499
N -1.765936 -1.557739 -0.164079 1.002 -0.363 -1.269 -0.4132
C -2.474116 0.104943 1.466847 -0.450 2.410 0.771 -0.0717
H -0.273300 -2.742119 -0.207406 1.313 -0.901 0.252 0.2101
C -0.629982 -2.072475 0.548807 1.040 2.228 -0.925 -0.2244
H 1.884539 0.345703 -2.249465 -0.074 -0.734 -0.837 0.1989
H 1.179376 -1.014200 -1.030206 -0.453 0.343 1.056 0.4536
H 3.460724 0.777658 -1.880382 2.451 -0.504 0.229 0.2720
H -0.896326 0.862256 -0.056195 0.149 0.864 0.579 0.2712
H -0.137946 0.895879 -1.721056 -0.141 0.482 0.350 0.2296
C -1.332804 -0.777494 -1.296321 -0.349 0.096 0.598 -0.2297
N 0.866007 -0.297172 -0.323113 -1.709 -0.155 0.863 -0.4471
C 2.490096 0.930962 -1.583665 -2.856 0.476 -1.184 -0.6723
Br 3.507316 -0.312048 0.761115 -0.900 0.535 -0.559 0.0796
H -0.059000 -0.327519 1.670939 -0.255 1.727 0.424 0.2621
H 2.202956 1.903887 -1.924686 0.022 0.917 0.241 0.2581
H -0.756817 -1.404773 -2.019242 -0.913 0.243 0.062 0.2006
C 2.270552 3.036874 1.020088 -1.103 -0.150 -0.656 -0.1048
C -2.810546 -1.030127 0.612646 -1.169 1.887 -1.356 -0.3007
H -3.606242 -0.588340 -0.104501 0.751 -1.345 1.272 0.2445
H 2.425256 4.059595 1.110013 0.586 1.191 0.697 0.2495
C -0.413667 0.323325 -0.832995 0.911 0.081 -2.325 -0.2520
C 1.729122 2.064960 0.563554 0.799 -4.725 -1.646 -0.1066
C 0.435988 -0.914991 0.958106 1.919 -5.151 -0.393 -0.2779
H -2.087661 1.949244 2.573725 0.576 2.543 1.690 0.2321
H -2.239410 -0.260087 -1.670976 0.662 -0.584 -0.560 0.2454
H -0.879427 -2.521036 1.461785 -0.558 -1.066 1.068 0.2312
```
Forces are in eV/Å.



No. 3
Entry from OMol25: a molecular structure, C11H16Cl3NOSZr at a distorted geometry (the ωB97M-V functional and the def2-TZVPD basis).

Output
Total charge: -2
Frontier orbital gap, eV: 4.04

```
34
Properties=species:S:1:pos:R:3:forces:R:3:nbo_charge:R:1
O -2.247443 -1.716026 0.154113 -2.431 0.636 -0.984 -1.0331
H -1.930964 1.524731 1.930020 0.002 0.054 0.134 0.1834
H -1.140598 -0.232132 -2.945459 0.070 -0.036 -0.168 0.1780
C -0.922137 1.948337 1.857165 -0.173 0.184 0.340 -0.6133
Cl -0.860377 -4.427240 -0.952248 -0.028 0.032 0.257 -0.5504
H -2.605577 2.318274 -1.146657 -0.281 -0.062 -0.030 0.1727
H 3.426052 0.488982 -0.821216 0.078 -0.034 -0.166 0.2028
N 0.365302 -5.883484 2.954029 -2.553 1.621 -0.571 -0.3731
H 0.604050 -0.530553 -3.119326 -0.158 -0.001 -0.143 0.2074
C -0.255273 1.506243 0.619440 0.790 -0.286 -1.061 -0.1606
C 1.147693 1.375918 0.417917 -1.282 0.041 -1.114 -0.1138
H -0.362845 1.621797 2.740528 -0.118 0.075 0.047 0.1989
H 2.986653 0.895999 1.325921 0.093 0.075 0.193 0.2035
H -0.088481 1.024296 -3.637872 -0.068 -0.120 -0.295 0.1617
C 2.200721 1.655941 1.406066 0.413 -0.045 0.232 -0.6194
C 1.362075 0.953453 -0.921335 -1.405 0.191 0.702 -0.0982
Cl 2.078445 -2.215238 -0.242073 -1.374 -0.718 0.609 -0.7661
C -0.603475 -5.243252 2.722780 2.561 -1.621 0.568 0.0419
H -2.947125 1.050369 0.038047 -0.127 -0.040 -0.099 0.1799
H 3.005318 1.665062 -2.092322 0.150 -0.032 -0.055 0.1579
H -2.961057 -1.343798 -0.432378 1.554 -0.430 1.023 0.5287
H 2.613079 -0.059978 -2.292990 0.200 0.013 -0.003 0.2038
H 1.798996 1.628484 2.424060 0.136 0.028 0.024 0.1902
H -1.015326 3.044079 1.897318 -0.123 0.082 0.228 0.1611
H -2.655800 0.641774 -1.687693 -0.191 -0.050 0.006 0.1745
C 0.093044 0.757559 -1.525663 0.217 0.820 1.231 -0.1539
Cl -0.084051 -1.380378 2.695509 -0.282 -0.629 -0.387 -0.5273
C -0.148525 0.230655 -2.878902 0.085 -0.083 -0.426 -0.6167
S -1.998267 -4.352679 2.422365 -0.917 -0.856 0.861 -0.2418
C -2.351165 1.286192 -0.854377 -0.241 0.183 -0.061 -0.6349
Zr -0.932318 -2.791759 0.864220 3.704 1.611 -1.233 1.9131
H 2.663665 2.640398 1.240745 0.135 0.033 0.187 0.1623
C -0.904947 1.161253 -0.592824 1.215 -0.469 0.315 -0.0997
C 2.670657 0.756721 -1.566909 0.345 -0.167 -0.162 -0.6195
```
Forces are in eV/Å.



No. 4
Entry from OMol25: a molecular structure, C11H16ClO2PW at a distorted geometry (the ωB97M-V functional and the def2-TZVPD basis).

Output
Total charge: +4
Frontier orbital gap (alpha / beta), eV: 6.26 / 6.26

```
32
Properties=species:S:1:pos:R:3:forces:R:3:lowdin_charge:R:1
H 2.437840 1.404968 0.402736 -0.203 0.014 0.433 0.0688
C -0.421050 -1.709205 -2.220475 1.403 -0.507 -1.480 -0.0727
H 0.062120 0.707264 -4.033643 -0.029 -0.210 0.055 0.1736
H -0.063597 3.227053 0.925718 -0.088 -0.271 0.167 0.1222
H 1.958178 2.388837 1.790867 0.119 -0.426 0.224 0.1105
H 2.475813 0.633117 2.034705 0.010 0.513 -0.073 0.1006
H 0.183247 -3.664070 -1.285336 -0.361 -0.337 0.417 0.1928
H 0.046810 -0.010873 3.509131 0.232 0.187 0.089 0.0861
C -2.405292 -1.723094 0.709277 -5.339 -2.671 3.578 -0.2022
O -0.082501 -2.533245 2.571668 0.354 3.089 -6.013 0.3305
H -1.354595 0.752888 -2.914804 0.398 0.212 -0.673 0.0707
C -0.426906 0.795128 2.944337 -0.901 -1.423 0.235 -0.1403
H -0.344035 2.376479 -0.607334 -0.097 0.141 0.439 0.0556
C 0.231675 -0.429330 -2.225181 0.831 -0.237 -2.182 -0.3437
H 2.246733 -2.257627 -0.226204 -0.066 -0.164 0.192 0.1852
Cl -2.744289 -0.066335 -0.973147 2.392 -0.817 0.859 0.5967
H 0.120852 1.702234 -2.559051 0.047 -0.288 -0.306 0.1103
C 1.950277 1.359125 1.390829 0.181 -0.457 -0.253 -0.1537
H -0.181831 1.759683 3.379392 0.091 0.472 0.126 0.1196
W -0.475720 -0.956564 -0.186512 -9.577 4.116 2.318 1.3952
C 1.427295 -1.866580 -0.821253 1.341 0.485 -1.888 -0.0661
H 2.164399 0.247345 -1.277381 -0.415 -0.334 0.183 0.1683
H -1.307462 -1.927461 -2.805828 -0.184 -0.196 0.098 0.1797
C -0.563283 2.350128 0.474830 -0.946 -0.208 -1.253 -0.1458
P 0.199791 0.891741 1.271232 2.641 2.305 0.560 0.7790
C 0.311966 -2.593446 -1.363980 0.979 -0.258 -1.237 -0.0800
C 1.387510 -0.522543 -1.376531 0.872 -0.972 0.297 -0.0387
C -0.255855 0.756650 -2.975946 -0.373 0.387 0.849 0.0346
H -1.506925 0.623693 2.983654 -0.036 0.268 0.057 0.0961
H -1.658759 2.349922 0.612815 0.441 0.153 0.073 0.0848
O -3.346053 -2.077826 1.319420 5.423 1.982 -3.550 0.2900
C -0.066352 -1.988059 1.531990 0.857 -4.548 7.658 -0.1077
```
Forces are in eV/Å.



No. 5
Entry from OMol25: a molecular structure, C11H16CrO5P at a distorted geometry (the ωB97M-V functional and the def2-TZVPD basis).

Output
Total charge: +1
Frontier orbital gap (alpha / beta), eV: 5.58 / 6.82
⟨S²⟩: 6.051
Multiplicity: 5

```
34
Properties=species:S:1:pos:R:3:forces:R:3:mulliken_spin:R:1
C -1.561253 1.026386 2.432378 -0.142 0.098 0.165 0.0001
H 0.337553 -2.114748 1.247005 0.047 0.367 0.078 0.0022
C 1.428813 2.312502 -0.303144 1.502 3.561 4.392 -0.1033
H -0.917733 2.135836 0.701951 -0.232 -0.167 0.091 0.0058
O 1.791103 3.016513 0.559333 -1.423 -2.598 -3.466 0.0473
C 0.576619 -1.059060 1.454213 0.072 -0.148 0.075 0.0026
H -2.294176 1.085823 0.385793 0.212 0.031 0.090 0.0010
C 1.281273 1.783619 -3.157028 1.282 2.681 -5.605 -0.0677
H 0.074524 -0.784185 2.393109 0.146 -0.162 -0.323 0.0058
H 2.601057 -1.358724 0.733430 -0.071 0.128 0.173 0.0047
C -0.717337 1.467893 -2.215396 -5.196 2.075 -1.382 -0.0270
O 3.988997 1.100282 -1.993499 -2.773 -0.986 1.021 0.1649
O -1.694454 1.914488 -2.680807 3.922 -1.896 1.709 0.0466
O 1.449298 2.252148 -4.210007 -0.689 -1.707 3.820 0.0540
C 2.083523 -0.906274 1.588652 0.251 -0.079 0.064 0.0114
C -1.432040 -1.354466 -0.496175 0.261 0.086 -0.520 0.0193
O 1.630596 -2.041496 -1.856560 0.207 -0.189 0.701 0.7246
H 1.025741 -0.908213 -3.433552 0.446 0.033 0.891 0.1381
C 1.296243 -0.964685 -2.322138 -0.207 -0.376 -2.172 0.5697
H -2.259980 1.814597 2.748705 0.201 -0.260 -0.087 0.0003
H 2.401861 -1.438291 2.495541 0.078 0.222 -0.279 0.0008
C 2.898243 0.822862 -1.694167 4.495 0.098 -0.978 0.1172
H -3.061765 -1.130455 0.958970 0.117 -0.155 -0.111 -0.0003
H -1.970477 -0.894790 -1.338195 0.013 -0.212 0.146 0.0074
H -3.040040 -2.661442 0.067790 0.117 0.184 0.137 -0.0002
C -2.405767 -1.906615 0.548113 -0.064 0.004 0.049 0.0004
H -1.996536 0.059777 2.714888 0.124 0.238 -0.053 0.0010
H -0.631125 1.173005 2.996932 -0.223 -0.048 -0.144 -0.0004
H -1.888015 -2.397112 1.381655 -0.105 0.130 -0.202 0.0002
P -0.235433 -0.094908 0.115387 -1.346 -1.319 1.898 -0.2420
H 2.392103 0.142365 1.671642 -0.020 -0.170 0.072 -0.0035
H -0.808435 -2.162342 -0.907717 -0.216 0.195 0.024 -0.0065
Cr 0.992667 0.926191 -1.510546 -0.803 -0.142 -0.237 2.5119
C -1.335636 1.143522 0.923460 0.017 0.486 -0.037 0.0135
```
Forces are in eV/Å.



No. 6
Entry from OMol25: a molecular structure, C11H16InO at a distorted geometry (the ωB97M-V functional and the def2-TZVPD basis).

Output
Total charge: -1
Frontier orbital gap, eV: 7.91

```
29
Properties=species:S:1:pos:R:3:forces:R:3:lowdin_charge:R:1
H -6.846654 -1.268903 0.629977 0.192 0.336 -0.275 0.0858
H 4.705442 -1.098715 1.621541 0.147 0.050 -0.069 0.0763
C -5.957004 0.296825 -0.583039 0.016 0.343 -0.236 -0.1321
H 4.442644 0.648577 1.441764 -0.007 -0.024 0.022 0.0790
C -4.845824 -0.860411 1.250044 0.623 0.736 -0.658 -0.1199
In -1.738324 2.024192 -0.254468 -0.064 0.084 0.056 0.3504
C -4.823518 1.097182 -0.811672 -0.112 -0.729 0.547 -0.1536
H -2.835058 -0.265157 1.632644 -0.121 0.204 -0.381 0.0822
H -4.798971 -1.605774 2.048439 -0.327 0.171 -0.285 0.0883
C -3.686643 0.894584 -0.018850 1.090 0.316 0.025 -0.2975
C 4.504020 -0.439494 -0.432894 0.359 -0.303 0.449 -0.4998
H 3.106988 -0.494506 1.211080 -0.006 0.117 -0.094 0.0670
H -1.440131 3.019131 1.215102 0.001 -0.299 -0.244 -0.1388
C 0.618913 -0.520600 -0.522046 -1.024 -0.100 -0.126 -0.1377
H 6.213386 -0.319171 -1.751256 -0.044 0.055 0.009 0.0745
H 0.939996 -1.540544 -0.666595 0.354 0.576 0.106 -0.0102
C 5.990399 -0.229989 -0.686317 0.052 0.076 -0.218 -0.0745
C -0.142115 0.436833 -0.447347 0.188 -0.072 0.093 -0.2937
C -3.704147 -0.084988 0.989032 -0.685 -0.276 0.241 -0.1640
C -5.962408 -0.648397 0.435068 -0.292 -0.761 0.623 -0.1472
H -1.810970 3.086070 -1.689189 0.041 -0.248 0.117 -0.1391
H 4.618526 -2.386786 -0.430089 -0.015 0.049 0.040 0.0794
C 4.173126 -0.332869 1.046759 -0.241 0.043 0.083 -0.0652
H -4.810974 1.852357 -1.604251 -0.083 -0.282 0.240 0.0806
H 6.582922 -0.992428 -0.170618 -0.049 0.045 0.111 0.0746
H 6.315162 0.754210 -0.342799 0.019 -0.027 0.012 0.0755
H -6.853505 0.403505 -1.202507 0.265 0.033 0.175 0.0863
H 3.928937 0.300804 -0.990025 -0.132 -0.189 -0.062 0.1385
O 4.115797 -1.725528 -0.917488 -0.144 0.075 -0.300 -0.0651
```
Forces are in eV/Å.



How do the records compare in E? In the order shown, they have -127811.6383 -84675.6595 -64892.8907 -39343.8061 -59602.6304 -18885.2681 eV.